# 1
Below is 2 unconnected molecules or ions with the total composition C4H9NO at a distorted geometry, with properties calculated with ωB97M-V/def2-TZVPD.

DFT total energy: -287.76287 Ha
spin multiplicity: 1
HOMO level: -0.3534 hartree
SMILES: C=CC.NC=O
Kohn-Sham gap: 10.541 eV

Cartesian coordinates (Å):
C  -1.891  -0.065  -1.523
C  -0.941  -0.550  -0.741
C  -1.230  -0.811  0.744
H  -1.947  -0.007  -2.599
H  -2.816  0.152  -0.988
H  0.089  -0.847  -0.908
H  -1.832  0.019  1.120
H  -0.333  -1.017  1.315
H  -1.907  -1.665  0.830
N  1.703  1.358  0.728
C  2.464  0.238  0.466
O  2.175  -0.926  0.549
H  0.825  1.340  0.224
H  2.154  2.241  0.642
H  3.486  0.539  0.138

Here are the natural (NBO) charges for atoms 1 to 6, given in e: -0.42 -0.19 -0.67 0.21 0.18 0.21


# 2
Below is 2 unconnected molecules or ions with the total composition C28H40F6N2O5, with properties calculated with ωB97M-V/def2-TZVPD.

DFT total energy: -2175.80960 Ha
spin multiplicity: 1
HOMO level: -0.3367 hartree
SMILES: CCCCCCCCCCCC[C@@]1(CNC)C[C@H](C(=O)C(F)(F)C(F)(F)C(F)(F)C(=O)O)OC1=O.c1ccncc1
Kohn-Sham gap: 8.928 eV

Cartesian coordinates (Å):
C  -2.468  3.263  -3.763
C  -2.271  1.796  -4.156
C  -0.828  1.330  -3.927
C  -0.683  -0.204  -3.963
C  -0.549  -0.866  -2.572
C  -1.796  -1.632  -2.104
C  -1.452  -2.802  -1.188
C  -0.825  -2.329  0.131
C  -0.973  -3.333  1.279
C  0.232  -3.393  2.230
C  0.840  -2.019  2.602
C  2.153  -1.730  1.870
C  2.606  -0.270  1.849
C  2.677  0.337  3.294
N  1.408  0.806  3.831
C  1.146  0.509  5.247
C  3.994  -0.108  1.207
C  3.820  1.023  0.167
C  4.913  2.068  0.229
O  6.026  1.729  -0.065
C  4.767  3.586  0.624
F  5.767  3.861  1.493
F  4.969  4.295  -0.514
C  3.449  4.094  1.260
F  3.048  3.207  2.218
F  2.497  4.175  0.302
C  3.565  5.491  1.948
F  4.069  5.311  3.200
F  4.415  6.261  1.252
C  2.227  6.274  2.129
O  2.279  7.456  2.261
O  1.081  5.599  2.200
O  2.480  1.472  0.239
C  1.723  0.629  1.005
O  0.531  0.702  0.968
H  -2.635  3.345  -2.689
H  -3.326  3.714  -4.262
H  -1.585  3.848  -4.025
H  -2.529  1.648  -5.205
H  -2.919  1.170  -3.539
H  -0.496  1.710  -2.958
H  -0.193  1.779  -4.694
H  0.186  -0.472  -4.566
H  -1.554  -0.622  -4.472
H  -0.299  -0.098  -1.840
H  0.291  -1.566  -2.599
H  -2.439  -0.953  -1.533
H  -2.382  -1.987  -2.954
H  -0.719  -3.434  -1.703
H  -2.338  -3.400  -0.974
H  0.229  -2.104  -0.035
H  -1.275  -1.371  0.404
H  -1.100  -4.326  0.840
H  -1.871  -3.125  1.862
H  -0.060  -3.889  3.157
H  1.014  -4.007  1.775
H  1.056  -2.029  3.674
H  0.120  -1.219  2.448
H  2.122  -2.101  0.843
H  2.950  -2.290  2.371
H  3.057  -0.460  3.935
H  3.420  1.137  3.288
H  1.336  1.802  3.689
H  0.237  -0.087  5.345
H  1.020  1.424  5.824
H  1.969  -0.045  5.699
H  4.780  0.094  1.934
H  4.316  -1.009  0.688
H  3.958  0.578  -0.824
H  1.194  4.642  2.124
C  -7.480  -4.122  -2.598
C  -7.206  -2.920  -1.965
C  -5.925  -2.709  -1.477
N  -4.941  -3.600  -1.580
C  -5.219  -4.749  -2.191
C  -6.465  -5.058  -2.715
H  -8.466  -4.325  -2.994
H  -7.966  -2.160  -1.851
H  -5.670  -1.781  -0.978
H  -4.399  -5.456  -2.262
H  -6.633  -6.009  -3.202

Here are the Mulliken charges for atoms 1 to 6, given in e: -1.29 -0.29 -0.58 -1.00 0.05 -0.70


Copy entry 2 word for word.
Below is 2 unconnected molecules or ions with the total composition C28H40F6N2O5, with properties calculated with ωB97M-V/def2-TZVPD.

DFT total energy: -2175.80960 Ha
spin multiplicity: 1
HOMO level: -0.3367 hartree
SMILES: CCCCCCCCCCCC[C@@]1(CNC)C[C@H](C(=O)C(F)(F)C(F)(F)C(F)(F)C(=O)O)OC1=O.c1ccncc1
Kohn-Sham gap: 8.928 eV

Cartesian coordinates (Å):
C  -2.468  3.263  -3.763
C  -2.271  1.796  -4.156
C  -0.828  1.330  -3.927
C  -0.683  -0.204  -3.963
C  -0.549  -0.866  -2.572
C  -1.796  -1.632  -2.104
C  -1.452  -2.802  -1.188
C  -0.825  -2.329  0.131
C  -0.973  -3.333  1.279
C  0.232  -3.393  2.230
C  0.840  -2.019  2.602
C  2.153  -1.730  1.870
C  2.606  -0.270  1.849
C  2.677  0.337  3.294
N  1.408  0.806  3.831
C  1.146  0.509  5.247
C  3.994  -0.108  1.207
C  3.820  1.023  0.167
C  4.913  2.068  0.229
O  6.026  1.729  -0.065
C  4.767  3.586  0.624
F  5.767  3.861  1.493
F  4.969  4.295  -0.514
C  3.449  4.094  1.260
F  3.048  3.207  2.218
F  2.497  4.175  0.302
C  3.565  5.491  1.948
F  4.069  5.311  3.200
F  4.415  6.261  1.252
C  2.227  6.274  2.129
O  2.279  7.456  2.261
O  1.081  5.599  2.200
O  2.480  1.472  0.239
C  1.723  0.629  1.005
O  0.531  0.702  0.968
H  -2.635  3.345  -2.689
H  -3.326  3.714  -4.262
H  -1.585  3.848  -4.025
H  -2.529  1.648  -5.205
H  -2.919  1.170  -3.539
H  -0.496  1.710  -2.958
H  -0.193  1.779  -4.694
H  0.186  -0.472  -4.566
H  -1.554  -0.622  -4.472
H  -0.299  -0.098  -1.840
H  0.291  -1.566  -2.599
H  -2.439  -0.953  -1.533
H  -2.382  -1.987  -2.954
H  -0.719  -3.434  -1.703
H  -2.338  -3.400  -0.974
H  0.229  -2.104  -0.035
H  -1.275  -1.371  0.404
H  -1.100  -4.326  0.840
H  -1.871  -3.125  1.862
H  -0.060  -3.889  3.157
H  1.014  -4.007  1.775
H  1.056  -2.029  3.674
H  0.120  -1.219  2.448
H  2.122  -2.101  0.843
H  2.950  -2.290  2.371
H  3.057  -0.460  3.935
H  3.420  1.137  3.288
H  1.336  1.802  3.689
H  0.237  -0.087  5.345
H  1.020  1.424  5.824
H  1.969  -0.045  5.699
H  4.780  0.094  1.934
H  4.316  -1.009  0.688
H  3.958  0.578  -0.824
H  1.194  4.642  2.124
C  -7.480  -4.122  -2.598
C  -7.206  -2.920  -1.965
C  -5.925  -2.709  -1.477
N  -4.941  -3.600  -1.580
C  -5.219  -4.749  -2.191
C  -6.465  -5.058  -2.715
H  -8.466  -4.325  -2.994
H  -7.966  -2.160  -1.851
H  -5.670  -1.781  -0.978
H  -4.399  -5.456  -2.262
H  -6.633  -6.009  -3.202

Here are the Mulliken charges for atoms 1 to 6, given in e: -1.29 -0.29 -0.58 -1.00 0.05 -0.70


- Number 1 is which compound?
  C4H9NO